(1)
Molecular formula: C4H9BrN
Method: DFT, wB97M-V/def2-TZVPD

Summary:
Relative energy (zero: lowest compared OMol25 entry of this formula, charge and spin) ... 4.006 eV
HOMO (alpha / beta) ... -13.23 / -13.58 eV
HOMO-LUMO gap (alpha / beta) ... 0.305 / 0.327 Ha
Maximum force ... 5.21 eV/Å
Charge ... +1

```
15
Properties=species:S:1:pos:R:3:forces:R:3:mulliken_charge:R:1
C 0.70979 -0.63120 -1.16479 1.91 0.16 0.05 -0.178
C 0.20211 -0.72261 0.17340 -5.10 -1.03 -0.27 -0.349
C 1.43367 1.30778 0.44132 2.49 3.18 -0.78 -0.882
C -2.30401 -1.05516 0.60973 1.67 1.46 1.60 -0.412
N 0.39835 0.63502 -0.27398 1.18 -2.01 -0.25 0.068
Br -3.09008 0.46799 -0.28511 0.76 -0.79 1.06 -0.061
H 1.81634 -0.95528 -1.17988 -1.66 1.08 -0.53 0.236
H 0.15900 -0.64025 -2.12164 0.11 -0.13 0.82 0.269
H 0.73666 -1.12696 0.99456 0.37 0.09 0.62 0.287
H 1.00707 2.20264 1.02229 0.63 -2.12 0.20 0.322
H 2.19888 0.56848 0.78282 -1.14 0.81 0.83 0.344
H 2.07523 1.89400 -0.26456 -0.59 -0.43 -0.02 0.352
H -2.33691 -1.25492 1.75550 0.15 1.27 -2.09 0.347
H -2.63764 -1.89621 0.09628 0.08 -1.47 -1.10 0.356
H -0.36846 1.20669 -0.58595 -0.86 -0.07 -0.13 0.300
```
Positions in Å, forces in eV/Å.

(2)
Molecular formula: C4H9BrN
Method: DFT, wB97M-V/def2-TZVPD

Summary:
Relative energy (zero: lowest compared OMol25 entry of this formula, charge and spin) ... 1.707 eV
HOMO ... -14.54 eV
HOMO-LUMO gap ... 0.418 Ha
Maximum force ... 4.47 eV/Å
Charge ... +1

```
15
Properties=species:S:1:pos:R:3:forces:R:3:mulliken_charge:R:1
C -0.05501 0.26985 1.22380 1.24 -0.22 1.55 -0.233
C -0.22231 0.78168 -0.10432 -3.71 1.18 -2.20 -0.258
C 1.37898 -1.27595 -0.33361 1.88 1.07 -0.57 -0.915
C -2.09173 1.23205 -0.62182 2.44 -1.34 0.50 -0.503
N 0.11054 -0.66221 0.03017 -2.66 -0.80 1.69 0.012
Br -3.11733 -0.20870 0.14954 -0.02 0.48 -0.04 -0.127
H 0.81031 0.35817 1.97762 -1.19 0.10 -1.76 0.283
H -1.01260 0.11663 1.69428 -0.13 -0.34 0.40 0.184
H 0.29947 1.49110 -0.72463 0.96 -0.45 0.20 0.372
H 2.37513 -0.93147 0.07328 -1.64 0.51 0.23 0.322
H 1.36822 -2.29931 -0.12013 -0.42 -1.56 0.34 0.363
H 1.46020 -1.13168 -1.38426 0.18 -0.20 -0.99 0.393
H -2.35684 1.24719 -1.70610 1.02 -0.17 0.82 0.389
H -2.24320 2.22457 -0.18526 -0.03 -0.53 0.28 0.375
H -0.74815 -1.39287 0.03233 2.07 2.28 -0.45 0.342
```
Positions in Å, forces in eV/Å.

(3)
Molecular formula: C4H9BrN
Method: DFT, wB97M-V/def2-TZVPD

Summary:
Relative energy (zero: lowest compared OMol25 entry of this formula, charge and spin) ... 3.817 eV
HOMO (alpha / beta) ... -12.59 / -13.38 eV
HOMO-LUMO gap (alpha / beta) ... 0.291 / 0.332 Ha
Maximum force ... 3.82 eV/Å
Charge ... +1

```
15
Properties=species:S:1:pos:R:3:forces:R:3:mulliken_charge:R:1
C 1.80513 2.27963 -0.68666 -2.04 -0.01 0.58 -0.415
C 1.54553 1.08311 -0.27396 -1.58 0.41 0.08 0.066
C -1.23015 -0.62536 1.40553 -2.36 1.22 0.98 -1.133
C -1.10994 -0.31409 0.00613 -0.02 0.14 -0.05 -0.255
N -0.43778 -1.33857 -0.82227 -1.01 1.28 -3.46 -0.209
Br 2.40359 -0.40492 0.14754 1.37 -1.38 0.40 -0.051
H 2.73921 2.57016 -1.00142 2.21 0.71 -0.68 0.303
H 1.01564 3.02185 -0.66023 -0.01 0.04 -0.22 0.227
H -1.63501 0.25163 1.92169 -0.39 0.09 -0.34 0.363
H -1.96524 -1.40081 1.61877 -0.15 -0.40 -0.14 0.356
H -0.42799 -0.77742 2.03554 2.53 -0.93 0.60 0.385
H -1.88437 0.36853 -0.40703 1.00 -0.93 -0.46 0.361
H -0.38504 -0.84159 -1.82386 0.84 -1.55 2.56 0.420
H -0.89801 -2.24115 -1.05967 -0.51 0.54 0.62 0.379
H 0.46444 -1.63099 -0.40011 0.11 0.77 -0.48 0.204
```
Positions in Å, forces in eV/Å.

(4)
Molecular formula: C4H9BrNO
Method: DFT, wB97M-V/def2-TZVPD

Summary:
Relative energy (zero: lowest compared OMol25 entry of this formula, charge and spin) ... 4.006 eV
HOMO (alpha / beta) ... -14.30 / -13.55 eV
HOMO-LUMO gap (alpha / beta) ... 0.339 / 0.330 Ha
Maximum force ... 2.52 eV/Å
Charge ... +1

```
16
Properties=species:S:1:pos:R:3:forces:R:3:mulliken_charge:R:1
C -1.42729 -1.02030 -0.09777 0.28 -0.04 -0.09 -0.910
C -0.84141 0.15462 -0.19863 -0.42 -0.07 0.13 0.696
C -1.44077 1.49867 0.00902 0.07 0.08 0.11 -1.354
C 1.58806 -0.48578 0.19555 1.19 0.12 2.22 -0.039
N 0.59927 0.23650 -0.61805 -0.11 -0.28 -0.39 -0.024
O 1.47470 -1.79808 0.00203 -0.32 0.39 -0.38 -0.399
Br 3.36435 0.30159 -0.02193 -0.80 -0.34 -0.02 -0.051
H -0.91775 -1.94916 -0.27896 0.13 -0.14 -0.05 0.277
H -2.46112 -1.08831 0.18788 -0.21 0.14 0.04 0.306
H -2.52119 1.42281 0.02904 -0.11 -0.01 0.01 0.405
H -1.16384 2.17986 -0.79496 -0.05 0.11 -0.09 0.378
H -1.11504 1.93378 0.95339 0.08 0.07 0.07 0.335
H 1.23617 -0.14496 2.33499 0.09 -0.13 -1.69 0.169
H 0.86774 1.22999 -0.65327 0.05 -0.37 0.00 0.438
H 0.66204 -0.14767 -1.57714 0.08 0.25 0.10 0.374
H 2.09607 -2.32356 0.52881 0.05 0.24 0.02 0.401
```
Positions in Å, forces in eV/Å.

(5)
Molecular formula: C4H9BrS
Method: DFT, wB97M-V/def2-TZVPD

Summary:
SMILES ... CC(C)(C)SBr
Relative energy (zero: lowest compared OMol25 entry of this formula, charge and spin) ... 0.375 eV
HOMO ... -9.01 eV
HOMO-LUMO gap ... 0.299 Ha
Maximum force ... 3.31 eV/Å
Charge ... 0

```
15
Properties=species:S:1:pos:R:3:forces:R:3:mulliken_charge:R:1
C 0.37435 0.76501 1.23468 -1.41 1.03 -2.45 -1.438
C -0.09959 -1.43781 0.07141 -1.03 -0.59 -0.43 -1.295
C 0.83307 0.69573 -1.30989 -1.26 -2.70 -1.43 -1.533
C -0.03467 0.13373 -0.09433 0.99 -1.81 -0.18 1.092
S -1.66462 0.72426 -0.53631 -1.98 -0.39 0.16 -0.006
Br -3.21242 -0.58730 0.68086 1.33 1.15 -0.79 -0.180
H 0.71940 1.74946 0.97529 0.16 0.68 0.55 0.377
H -0.53779 0.78950 1.77037 -0.63 0.36 1.14 0.413
H 1.07477 0.22613 1.74508 2.07 -1.40 1.24 0.399
H -1.03973 -1.80513 -0.51437 2.00 0.30 0.89 0.343
H -0.32362 -1.70969 1.18281 0.68 0.44 -2.00 0.348
H 0.83533 -1.95087 -0.34015 -1.23 0.68 0.81 0.311
H 0.49604 0.16591 -2.36978 0.65 1.69 2.73 0.300
H 0.66832 1.75787 -1.26336 0.09 0.54 -0.67 0.510
H 1.91117 0.48320 -1.23231 -0.43 0.04 0.43 0.358
```
Positions in Å, forces in eV/Å.

(6)
Molecular formula: C4H9ClFP
Method: DFT, wB97M-V/def2-TZVPD

Summary:
SMILES ... CP(C)[C@H](F)CCl
Relative energy (zero: lowest compared OMol25 entry of this formula, charge and spin) ... 0.000 eV
HOMO ... -9.37 eV
HOMO-LUMO gap ... 0.378 Ha
Maximum force ... 3.12 eV/Å
Charge ... 0

```
16
Properties=species:S:1:pos:R:3:forces:R:3:mulliken_charge:R:1
C -0.20821 1.29175 0.28696 0.35 0.89 0.25 -1.015
C 1.15522 -1.25317 0.24057 -0.29 2.49 -0.20 -1.067
C -2.86370 -0.75736 -0.53154 0.32 2.35 -0.86 -0.620
C -1.53238 -1.14456 0.05221 -0.87 -0.38 -1.42 -0.053
F -1.32100 -2.45905 -0.36799 -0.15 -0.89 -0.25 -0.341
P -0.08770 -0.24210 -0.74549 0.91 0.39 1.91 0.099
Cl -3.20809 0.96359 0.04915 -0.39 -0.56 -0.39 -0.208
H -0.87195 1.90134 -0.29403 -0.55 0.46 -0.09 0.314
H 0.69451 1.99612 0.35217 -0.85 -1.64 0.33 0.342
H -0.76594 1.04720 1.24082 1.24 0.62 -0.80 0.324
H 0.72350 -2.13942 -0.02698 -0.73 -2.99 0.47 0.322
H 1.34681 -1.01528 1.28529 -0.77 -0.19 0.10 0.286
H 2.09756 -1.29226 -0.20508 1.61 0.34 -1.05 0.433
H -3.73189 -1.22890 -0.18253 -0.75 -1.33 0.56 0.382
H -2.86578 -0.72570 -1.62302 0.08 -0.01 0.16 0.368
H -1.73723 -1.22860 1.09388 0.85 0.46 1.26 0.435
```
Positions in Å, forces in eV/Å.

(7)
Molecular formula: C4H9ClN2O
Method: DFT, wB97M-V/def2-TZVPD

Summary:
SMILES ... CNC(=O)[C@@H](N)CCl
Relative energy (zero: lowest compared OMol25 entry of this formula, charge and spin) ... 3.143 eV
HOMO ... -9.33 eV
HOMO-LUMO gap ... 0.361 Ha
Maximum force ... 5.38 eV/Å
Charge ... 0

```
17
Properties=species:S:1:pos:R:3:forces:R:3:mulliken_charge:R:1
C -2.26337 -1.39216 -0.46176 1.25 -0.35 1.29 -0.449
C -1.20696 0.75326 0.20533 -0.94 5.06 -1.00 0.222
C 0.22374 0.12512 0.39386 -2.56 0.21 1.35 -0.424
C 1.01475 0.02704 -0.84111 -0.02 -0.30 -4.13 -0.223
H -3.13620 -2.07506 -0.82074 1.47 2.21 -0.45 0.290
H -2.14092 -1.93247 0.61003 0.07 1.67 -2.24 0.099
H -1.24450 -1.32918 -1.02272 -2.07 -2.14 0.57 0.157
H -3.03560 0.74789 -0.58579 -1.18 0.49 -0.05 0.238
H 0.92594 0.73037 0.93534 -1.27 1.74 0.78 0.523
H -0.43660 -1.32931 1.91588 1.67 1.33 -1.93 0.312
H 0.20529 -1.94780 0.43744 0.34 2.33 2.32 0.323
H 0.68269 0.79502 -1.77060 1.48 -1.43 3.01 0.299
H 0.99129 -0.96245 -1.37862 -0.33 0.72 0.69 0.242
N -2.30769 0.12823 -0.35876 1.85 -2.81 1.55 -0.149
N 0.30573 -1.08943 1.15514 -1.65 -5.10 -0.45 -0.615
O -1.34788 2.02583 0.34836 0.97 -4.00 0.04 -0.662
Cl 2.66920 0.04384 -0.14469 0.92 0.36 -1.34 -0.182
```
Positions in Å, forces in eV/Å.

(8)
Molecular formula: C4H9ClN2S
Method: DFT, wB97M-V/def2-TZVPD

Summary:
SMILES ... C[C@H](CCl)/N=C/NS
Relative energy (zero: lowest compared OMol25 entry of this formula, charge and spin) ... 0.000 eV
HOMO ... -8.89 eV
HOMO-LUMO gap ... 0.356 Ha
Maximum force ... 1.62 eV/Å
Charge ... 0

```
17
Properties=species:S:1:pos:R:3:forces:R:3:mulliken_charge:R:1
C -0.79439 1.94672 0.03710 -0.71 0.18 -0.67 -1.320
C -0.73815 0.49014 -0.47544 -0.84 0.01 0.17 0.458
C -1.80718 -0.27980 0.28277 -0.61 -1.13 0.12 -0.949
C 0.96727 -0.93841 0.34416 0.02 0.92 -0.67 -0.063
H -0.11303 2.53953 -0.54775 0.66 0.17 0.00 0.361
H -0.58043 2.07340 1.10877 -0.01 -0.29 -0.37 0.317
H -1.77052 2.40755 -0.20418 0.17 -0.40 0.38 0.389
H -1.01825 0.42810 -1.53947 -0.06 0.42 0.26 0.222
H -2.81479 0.12093 0.14864 0.41 0.34 0.03 0.402
H -1.62414 -0.39607 1.36293 0.08 0.09 -0.44 0.423
H 0.22992 -1.51760 0.86913 0.10 -0.57 0.63 0.275
H 2.48972 -2.22469 0.89204 -0.21 0.10 -0.17 0.290
H 3.15322 -0.76672 -1.66039 -0.03 -0.15 0.81 0.132
N 0.60556 0.00979 -0.42160 1.45 -0.42 0.57 -0.352
N 2.30485 -1.29879 0.53196 -0.94 -0.15 -0.28 -0.221
S 3.55523 -0.60177 -0.34989 0.28 0.35 -0.61 -0.158
Cl -2.04487 -1.99232 -0.37878 0.24 0.53 0.26 -0.207
```
Positions in Å, forces in eV/Å.

(9)
Molecular formula: C4H9ClNPS
Method: DFT, wB97M-V/def2-TZVPD

Summary:
SMILES ... C=C[P@](=S)(Cl)N(C)C
Relative energy (zero: lowest compared OMol25 entry of this formula, charge and spin) ... 0.332 eV
HOMO ... -8.72 eV
HOMO-LUMO gap ... 0.342 Ha
Maximum force ... 4.79 eV/Å
Charge ... 0

```
17
Properties=species:S:1:pos:R:3:forces:R:3:mulliken_charge:R:1
C -1.10780 1.22601 2.97732 -3.77 -2.61 -1.39 -0.659
C -0.90174 0.54230 1.83314 1.16 0.80 0.78 -0.042
C -0.56847 -0.78825 -1.08458 -0.56 2.01 -0.87 -0.645
C 1.74137 0.24250 -1.47850 -2.18 -2.07 3.20 -1.047
N 0.37616 0.28928 -0.82661 1.42 1.64 3.15 -0.191
P 0.74692 0.72042 1.00333 -2.46 -1.96 -2.30 0.628
S 2.09331 -0.34017 1.85161 0.36 0.13 -0.07 -0.347
Cl 1.03076 2.72255 1.02117 0.15 0.00 -0.29 -0.220
H -2.14294 1.07014 3.46870 1.97 0.29 -0.54 0.180
H -0.44658 1.87703 3.42787 1.32 1.37 0.65 0.321
H -1.56116 -0.25176 1.47321 0.06 0.59 0.20 0.143
H -1.24727 -0.91671 -0.27589 -0.30 -0.38 0.65 0.199
H -1.23193 -0.58132 -1.96042 0.64 0.19 0.40 0.252
H -0.01979 -1.63384 -1.30155 0.85 -2.36 -0.24 0.304
H 2.26403 0.89997 -0.87110 1.55 1.80 0.26 0.347
H 2.28924 -0.69373 -1.32020 -0.42 -0.28 -0.46 0.351
H 1.57548 0.53480 -2.43185 0.21 0.82 -3.14 0.428
```
Positions in Å, forces in eV/Å.

(10)
Molecular formula: C4H9ClO2
Method: DFT, wB97M-V/def2-TZVPD

Summary:
Relative energy (zero: lowest compared OMol25 entry of this formula, charge and spin) ... 4.992 eV
HOMO (alpha / beta) ... -7.34 / -6.92 eV
HOMO-LUMO gap (alpha / beta) ... 0.302 / 0.286 Ha
Maximum force ... 4.78 eV/Å
Charge ... 0

```
16
Properties=species:S:1:pos:R:3:forces:R:3:mulliken_charge:R:1
C 0.14348 -1.92550 0.58707 -3.11 -1.91 -3.09 -0.657
C -1.88842 1.01140 -0.73485 -1.51 -2.09 -3.07 -0.669
C -0.46185 -0.61117 0.42225 -0.46 3.20 -1.01 -0.013
C 1.62346 0.77208 -0.28982 -2.27 0.34 1.51 -0.039
O 1.98093 1.74776 0.65258 -0.20 1.28 -3.40 -0.498
O -1.31245 -0.33139 -0.60877 -0.62 -0.93 -0.23 -0.337
Cl 2.78469 -0.47247 -0.39464 0.88 -0.47 -0.59 -0.225
H -0.42092 -2.74141 -0.11611 1.26 2.09 1.27 0.233
H 0.03652 -2.37602 1.52762 0.35 -0.11 1.60 0.315
H 1.11503 -1.81028 0.20186 1.59 -0.67 -0.01 0.036
H -2.99521 1.17215 -0.31642 2.78 -0.49 -0.26 0.227
H -2.02374 0.95884 -1.92579 0.16 0.90 2.64 0.223
H -1.08904 1.67781 -0.47198 -0.17 0.87 0.36 0.377
H -0.75177 0.09903 1.16903 0.68 -0.20 1.40 0.456
H 1.24976 1.19437 -1.27862 0.94 -0.41 1.51 0.264
H 2.00951 1.63480 1.57660 -0.30 -1.40 1.37 0.310
```
Positions in Å, forces in eV/Å.

(11)
Molecular formula: C4H9ClO3P
Method: DFT, wB97M-V/def2-TZVPD

Summary:
SMILES ... CC(C)(O)[P@](=O)([O-])CCl
Relative energy (zero: lowest compared OMol25 entry of this formula, charge and spin) ... 0.188 eV
HOMO ... -4.51 eV
HOMO-LUMO gap ... 0.297 Ha
Maximum force ... 3.40 eV/Å
Charge ... -1

```
18
Properties=species:S:1:pos:R:3:forces:R:3:mulliken_charge:R:1
C -1.09117 -1.02573 -0.63509 1.42 1.17 -2.51 -1.765
C -1.47738 1.35337 0.16527 -1.71 -0.76 0.99 -1.515
C 1.97213 -0.92473 -0.22703 1.38 0.48 0.64 -0.502
C -0.67177 0.06798 0.30220 0.66 0.45 2.30 1.006
O 1.67613 1.49597 1.17657 0.35 -0.09 0.54 -0.767
O 1.41745 1.25237 -1.44222 -0.34 0.14 0.85 -0.758
O -1.00435 -0.49192 1.64811 1.92 1.16 0.85 -0.631
P 1.32039 0.72302 -0.03213 -3.22 0.10 -1.09 0.942
Cl 3.73484 -0.84817 -0.01970 0.82 -0.26 0.06 -0.248
H -0.71650 -2.02527 -0.47238 0.16 -0.11 0.56 0.342
H -2.13402 -1.01420 -0.73752 -1.82 -0.41 0.18 0.505
H -0.74813 -0.74596 -1.68300 -0.15 -0.23 1.05 0.349
H -1.22094 1.52128 -0.83717 0.18 2.02 -1.45 0.423
H -2.61390 1.34993 0.25273 0.94 -1.16 -0.43 0.351
H -1.33027 2.09374 0.96760 1.23 0.01 -0.78 0.285
H 1.60452 -1.62851 0.45062 -0.61 -1.07 1.17 0.335
H 1.80173 -1.21867 -1.21814 -0.35 -0.42 -1.30 0.291
H -0.51874 0.06552 2.34128 -0.86 -1.03 -1.64 0.358
```
Positions in Å, forces in eV/Å.

(12)
Molecular formula: C4H9F
Method: DFT, wB97M-V/def2-TZVPD

Summary:
SMILES ... CCCCF
Relative energy (zero: lowest compared OMol25 entry of this formula, charge and spin) ... 1.206 eV
HOMO ... -11.00 eV
HOMO-LUMO gap ... 0.448 Ha
Maximum force ... 5.22 eV/Å
Charge ... 0

```
14
Properties=species:S:1:pos:R:3:forces:R:3:mulliken_charge:R:1
C 1.34553 -1.23088 1.47684 1.36 -0.30 -1.29 -1.074
C 0.11370 -0.61293 0.92644 -0.87 -3.47 -3.80 -0.652
C 0.14833 -0.38401 -0.64532 1.40 1.24 1.36 -0.568
C -0.97603 0.51652 -1.03777 0.51 -1.76 -0.83 -0.367
H 2.00487 -0.36331 1.74697 -0.12 -1.31 0.22 0.273
H 1.84892 -1.85114 0.64888 -0.49 0.79 1.40 0.251
H 1.02478 -1.89871 2.27480 0.79 0.19 0.41 0.329
H -0.17678 0.14909 1.52777 -0.96 2.88 1.24 0.524
H -0.72446 -1.35685 0.94510 0.45 0.42 0.51 0.295
H 1.06735 0.13512 -0.99609 -0.15 -0.65 0.25 0.347
H 0.03546 -1.34974 -1.13473 0.21 -0.03 -0.01 0.396
H -1.22509 0.26722 -2.09898 -0.20 1.11 0.69 0.265
H -1.70281 0.20132 -0.34179 -1.96 0.13 0.24 0.275
F -0.66016 1.81498 -0.76590 0.01 0.76 -0.40 -0.292
```
Positions in Å, forces in eV/Å.